# 1
This record from the OMol25 dataset describes a gas-phase ion, C7H14N (charge +1). The level of theory is ωB97M-V/def2-TZVPD.

Geometry as ORCA input:
```
! wB97M-V def2-TZVPD RIJCOSX def2/J DEFGRID3
* xyz 1 1
C -0.9416 -2.1297 -1.8719
C -0.8603 -1.2044 -0.9796
C -1.7091 -0.2301 -0.2660
C -0.2283 -0.4680 0.1440
N 0.0732 -1.0868 1.4560
C 0.6051 0.7924 -0.0382
C 0.0148 1.9400 0.8746
C 2.0836 0.6633 -0.3014
H -0.0667 -2.7430 -2.1910
H -1.8656 -2.3241 -2.3793
H -1.8983 0.6451 -0.9430
H -2.6196 -0.5214 0.1908
H -0.1166 -2.1201 1.5319
H -0.7285 -0.6866 2.0410
H 0.9753 -0.6613 1.6674
H 0.1656 1.1378 -1.0628
H 0.3235 1.9868 1.9810
H -1.1023 2.0491 0.7967
H 0.3783 2.8490 0.5051
H 2.8195 0.4399 0.5753
H 2.4944 1.6901 -0.5892
H 2.2035 -0.0181 -1.1415
*
```

Results
energy above the lowest of the compared OMol25 structures with the same formula, charge and spin = 61.1 kcal/mol
LUMO = -3.5 eV
Kohn-Sham gap = 10.6 eV
largest force on an atom = 3.64 eV Å⁻¹
structure (SMILES) = C=C1C[C@]1([NH3+])C(C)C
E_HOMO = -14.1 eV

# 2
This record from the OMol25 dataset describes a single C7H14N2 molecule. The level of theory is ωB97M-V/def2-TZVPD.

Geometry as ORCA input:
```
! wB97M-V def2-TZVPD RIJCOSX def2/J DEFGRID3
* xyz 0 1
C 3.5375 -0.2505 -0.2925
C 2.1898 -0.3135 0.4063
C 1.2030 0.5932 -0.3098
N -0.0693 0.6134 0.4917
C -0.9586 1.6903 0.1991
C -2.1708 1.2025 -0.1092
N -2.0834 -0.1477 -0.4335
C -3.2633 -0.9626 -0.0563
C -0.8642 -0.6049 0.2972
H 3.6489 -0.6449 -1.3122
H 4.2579 -0.8233 0.3379
H 3.8314 0.8001 -0.3654
H 1.9082 -1.3492 0.4991
H 2.2664 0.0545 1.4250
H 1.5956 1.6349 -0.3647
H 1.0102 0.1193 -1.3012
H -0.6093 2.7599 0.2583
H -3.1660 1.6597 -0.2096
H -3.3575 -1.3239 1.0048
H -3.2300 -1.8839 -0.6894
H -4.1851 -0.4682 -0.3528
H -0.2599 -1.2659 -0.3283
H -1.2315 -1.0890 1.2053
*
```

Results
energy above the lowest of the compared OMol25 structures with the same formula, charge and spin = 44.3 kcal/mol
LUMO = 1.1 eV
Kohn-Sham gap = 8.1 eV
largest force on an atom = 2.57 eV Å⁻¹
structure (SMILES) = CCCN1C=CN(C)C1
E_HOMO = -7.0 eV

# 3
This record from the OMol25 dataset describes a single C7H14N2 molecule. The level of theory is ωB97M-V/def2-TZVPD.

Geometry as ORCA input:
```
! wB97M-V def2-TZVPD RIJCOSX def2/J DEFGRID3
* xyz 0 1
C 1.2627 -1.9227 0.7321
C 0.8357 -1.4732 -0.6759
C 0.5031 0.3736 -0.5417
N 0.1497 1.0638 -1.7818
C 1.6354 1.0709 -0.0341
N 2.5375 1.6890 0.3076
C -0.5616 0.4318 0.6315
C -1.9100 -0.3495 0.2317
C -0.8723 1.8937 0.8096
H 1.6046 -1.0023 1.2605
H 0.3122 -2.3879 1.2257
H 1.9144 -2.7176 0.5724
H -0.0823 -1.7357 -1.1433
H 1.7089 -1.7527 -1.3098
H -0.6047 0.6940 -2.2176
H 0.9809 1.0432 -2.4701
H -0.1889 -0.0854 1.5070
H -1.6642 -1.2669 -0.2072
H -2.5535 -0.3782 1.1573
H -2.4267 0.0300 -0.6889
H -1.8073 2.0839 1.2304
H -0.1206 2.2717 1.5707
H -0.6529 2.4265 -0.1662
*
```

Results
energy above the lowest of the compared OMol25 structures with the same formula, charge and spin = 60.5 kcal/mol
LUMO = 0.8 eV
Kohn-Sham gap = 10.1 eV
largest force on an atom = 4.43 eV Å⁻¹
structure (SMILES) = CC[C@](N)(C#N)C(C)C
E_HOMO = -9.3 eV